No. 1
# C31H49N7O3

8 unconnected molecules or ions with the total composition C31H49N7O3 at a distorted geometry (ωB97M-V with the def2-TZVPD basis set, the Open Molecules 2025 dataset).

**Strongest force on any atom**: 8.728 eV/A
**LUMO**: -0.08 eV
**Relative energy (zero: lowest compared OMol25 entry of this formula, charge and spin)**: 72.8 kJ/mol
**HOMO level**: -8.016 eV

```
90
Properties=species:S:1:pos:R:3:lowdin_charge:R:1
C -5.991 1.872 -0.487 -0.030
O -5.340 0.627 -0.132 -0.182
C -4.104 0.714 0.619 -0.221
C -3.885 -0.642 1.028 -0.186
N -2.697 -0.809 1.847 0.011
H -1.919 -0.467 1.296 0.034
H -2.801 -0.334 2.789 0.212
C -2.423 -2.270 2.164 -0.036
C -0.840 -2.560 2.331 -0.158
O -0.825 -3.909 2.814 -0.211
C 0.506 -4.514 2.962 -0.050
H -5.453 2.737 -0.732 0.093
H -6.515 1.997 0.277 0.021
H -6.539 1.889 -1.288 0.042
H -4.287 1.492 1.436 0.166
H -3.331 1.010 -0.124 0.120
H -4.007 -1.349 0.050 0.194
H -4.585 -0.874 1.823 0.136
H -2.794 -2.887 1.244 0.162
H -2.958 -2.412 3.139 0.141
H -0.481 -1.892 3.081 0.110
H -0.362 -2.570 1.507 0.053
H 0.216 -5.402 3.445 0.064
H 1.077 -3.846 3.701 0.117
H 1.026 -4.788 2.074 0.075
C -0.721 0.252 -0.481 -0.265
O -0.732 0.470 0.891 -0.415
H 0.375 -0.048 -0.804 0.078
H -0.778 1.171 -1.047 0.046
H -1.511 -0.499 -0.884 0.067
N -1.409 3.355 1.008 0.020
C -1.507 4.003 2.213 -0.216
C -1.902 5.221 2.034 -0.109
C -2.287 5.353 0.505 -0.045
C -1.893 4.087 0.039 -0.207
H -1.190 2.352 0.931 0.101
H -1.068 3.785 3.142 0.085
H -1.949 5.961 2.885 0.105
H -2.611 6.305 -0.197 0.125
H -1.981 3.644 -0.851 0.066
N 3.567 1.879 1.329 -0.011
C 4.935 2.245 1.206 -0.185
C 5.155 2.818 0.010 -0.140
C 3.901 2.760 -0.693 -0.116
C 2.998 2.135 0.117 -0.166
H 3.157 1.477 2.297 0.116
H 5.500 1.936 2.272 0.172
H 6.087 3.356 -0.366 0.121
H 3.806 3.115 -1.666 0.070
H 1.953 1.763 -0.016 0.115
N 1.200 0.481 2.705 0.004
C 1.297 1.623 3.492 -0.110
C 2.500 1.574 4.204 -0.078
C 3.000 0.198 3.909 -0.114
C 2.169 -0.371 2.954 -0.206
H 0.514 0.310 1.909 0.091
H 0.803 2.527 3.377 0.072
H 2.877 2.334 4.742 0.053
H 3.855 -0.442 4.405 0.127
H 2.271 -1.357 2.545 0.109
N 4.641 -0.535 -0.182 0.038
C 3.821 -1.505 -0.682 -0.224
C 4.494 -2.640 -1.032 -0.092
C 5.953 -2.275 -0.745 -0.133
C 5.992 -1.050 -0.242 -0.139
H 4.675 0.425 -0.001 0.036
H 2.732 -1.389 -0.605 0.102
H 4.061 -3.596 -1.543 0.116
H 6.830 -2.992 -0.966 0.110
H 6.760 -0.253 -0.030 0.125
N -3.440 -3.098 -3.665 -0.043
C -4.712 -2.844 -4.160 -0.113
C -5.092 -1.660 -3.551 -0.057
C -3.864 -1.131 -2.857 -0.139
C -2.870 -2.016 -2.895 -0.151
H -2.743 -3.905 -3.822 0.171
H -5.162 -3.592 -4.718 0.083
H -5.925 -1.106 -3.605 0.039
H -3.895 -0.220 -2.154 0.100
H -1.769 -2.024 -2.439 0.140
N 2.835 -1.310 -4.682 0.022
C 2.558 -0.438 -3.593 -0.118
C 1.281 -0.106 -3.681 -0.025
C 0.736 -0.948 -4.970 -0.078
C 1.697 -1.669 -5.452 -0.149
H 3.552 -1.552 -5.136 0.026
H 3.280 -0.152 -2.916 0.074
H 0.780 0.542 -3.015 0.049
H -0.193 -1.089 -5.401 0.048
H 1.915 -2.460 -6.242 0.143
```

=====

No. 2
# C31H50ClF5N4O18PS

5 unconnected molecules or ions with the total composition C31H50ClF5N4O18PS at a distorted geometry (ωB97M-V with the def2-TZVPD basis set, the Open Molecules 2025 dataset).

**Strongest force on any atom**: 2.831 eV/A
**LUMO**: -4.40 eV
**Relative energy (zero: lowest compared OMol25 entry of this formula, charge and spin)**: 92.3 kJ/mol
**HOMO level**: -11.686 eV
**Total charge**: +1

```
111
Properties=species:S:1:pos:R:3:lowdin_charge:R:1
C -2.162 -1.926 -2.413 -0.069
N -1.395 -1.228 -1.363 -0.065
C -0.745 -0.082 -1.951 -0.188
N 0.019 0.699 -0.958 -0.041
C 1.196 1.405 -1.492 -0.124
C 0.804 2.422 -2.559 -0.144
O 0.871 1.767 -3.828 -0.021
C -0.176 2.040 -4.647 -0.310
O -0.475 1.306 -5.567 0.084
C 0.123 0.131 0.295 -0.349
N -0.621 0.620 1.368 -0.179
C -2.101 0.517 1.114 -0.252
C -2.714 -0.825 1.495 -0.698
C -3.030 -0.854 2.979 -0.122
Cl -4.286 -0.909 0.606 0.655
P -0.213 2.376 1.543 0.984
C -0.837 2.863 3.201 -0.232
C -1.277 3.359 0.403 -0.247
N 0.896 -0.887 0.605 0.010
C 1.753 -1.572 -0.377 -0.037
C 3.255 -1.289 -0.211 -0.471
O 3.996 -2.154 0.171 0.163
O 3.676 -0.059 -0.578 0.102
S 0.930 -1.555 2.213 0.801
O -0.340 -2.090 2.544 -0.203
O 1.973 -2.516 2.214 -0.189
C 1.388 -0.339 3.551 -0.448
F 1.858 -1.119 4.523 0.157
F 0.322 0.270 4.041 0.138
C 2.519 0.709 3.199 -0.551
F 3.664 0.339 3.752 0.207
F 2.177 1.883 3.735 0.168
F 2.676 0.875 1.883 0.137
H -1.503 -2.608 -2.932 0.066
H -2.518 -1.229 -3.163 0.088
H -3.034 -2.419 -2.008 0.076
H -0.699 -1.906 -1.073 0.071
H -1.522 0.567 -2.351 0.133
H -0.140 -0.370 -2.822 0.139
H 1.853 0.695 -1.986 0.111
H 1.776 1.860 -0.704 0.109
H -0.204 2.753 -2.342 0.106
H 1.489 3.260 -2.500 0.137
H -0.743 2.962 -4.458 0.155
H -2.388 0.772 0.101 0.081
H -2.567 1.256 1.756 0.110
H -2.148 -1.676 1.156 0.064
H -3.232 -1.848 3.367 0.065
H -2.261 -0.384 3.586 0.071
H -3.937 -0.277 3.125 0.077
H -1.634 3.584 3.067 0.032
H -1.245 2.033 3.764 0.040
H -0.022 3.358 3.706 0.021
H -1.578 2.807 -0.478 0.019
H -0.727 4.235 0.083 0.043
H -2.183 3.712 0.883 0.048
H 1.475 -1.314 -1.392 0.129
H 1.640 -2.637 -0.273 0.124
H 4.206 0.338 0.121 0.128
C 2.224 6.035 6.936 -0.020
C 1.506 6.633 5.752 -0.326
C 0.596 7.792 6.091 -0.084
O -0.415 7.692 5.077 0.077
C -0.484 6.400 4.696 -0.563
O -1.351 5.937 4.030 0.154
O 0.569 5.696 5.181 0.069
H 2.917 5.258 6.612 0.084
H 2.788 6.797 7.473 0.095
H 1.514 5.568 7.619 0.094
H 2.222 6.911 4.974 0.158
H 1.096 8.755 6.038 0.142
H 0.121 7.686 7.069 0.143
C -0.075 1.919 -8.712 -0.032
C -0.678 2.228 -10.062 -0.332
C -1.653 3.383 -10.062 -0.101
O -2.544 3.030 -11.125 0.064
C -2.534 1.676 -11.236 -0.560
O -3.306 1.046 -11.872 0.177
O -1.513 1.148 -10.510 0.084
H 0.671 1.130 -8.800 0.089
H 0.405 2.802 -8.288 0.089
H -0.837 1.562 -8.023 0.072
H 0.109 2.379 -10.806 0.158
H -1.178 4.340 -10.264 0.137
H -2.226 3.453 -9.134 0.138
C 3.535 -6.931 -1.912 -0.014
C 2.485 -6.196 -2.707 -0.309
C 3.028 -5.116 -3.613 -0.072
O 1.933 -4.179 -3.652 0.085
C 1.241 -4.325 -2.512 -0.555
O 0.399 -3.561 -2.133 0.115
O 1.615 -5.425 -1.845 0.104
H 3.084 -7.741 -1.340 0.091
H 4.292 -7.354 -2.571 0.097
H 4.016 -6.261 -1.198 0.094
H 1.865 -6.902 -3.263 0.163
H 3.263 -5.472 -4.612 0.145
H 3.902 -4.610 -3.196 0.142
C -1.071 -6.369 5.917 -0.020
C -2.064 -5.462 5.231 -0.323
C -1.455 -4.221 4.619 -0.101
O -2.535 -3.279 4.701 0.015
C -3.321 -3.654 5.751 -0.553
O -4.171 -2.979 6.220 0.183
O -2.984 -4.893 6.179 0.095
H -1.561 -7.277 6.267 0.089
H -0.269 -6.651 5.235 0.091
H -0.643 -5.878 6.790 0.094
H -2.643 -6.022 4.492 0.160
H -1.151 -4.363 3.585 0.128
H -0.609 -3.833 5.192 0.140
```